The ion C6H12O with charge +1, computed with the ωB97M-V functional and the def2-TZVPD basis.

```
19
Properties=species:S:1:pos:R:3:nbo_charge:R:1
O -1.76410 -1.71951 -0.08997 -0.73
C -1.06463 -0.97109 0.98666 -0.09
C 1.97357 0.56895 -0.50558 0.15
C -0.70673 0.69497 -0.86518 -0.35
C 2.49676 0.06530 0.68103 -0.07
C 0.72110 0.00521 -1.24533 -0.49
C -1.23671 0.47511 0.57599 -0.47
H -0.69999 1.14696 1.19109 0.21
H -1.53053 0.39907 -1.57211 0.26
H 2.90476 0.91859 1.32313 0.25
H -2.66495 -1.43493 -0.10043 0.47
H 0.59177 -1.09433 -1.19740 0.28
H 2.20133 -0.81052 1.23688 0.24
H 2.21440 1.45652 -0.89816 0.21
H -0.43182 1.71351 -1.21572 0.22
H 0.91283 0.24484 -2.30298 0.28
H -1.58387 -1.09505 1.97556 0.20
H -0.08354 -1.48286 1.16625 0.18
H -2.24964 0.91927 0.85625 0.26
```

Summary:
* HOMO-LUMO gap (alpha / beta): 8.51 / 4.99 eV
* HOMO (alpha / beta): -14.01 / -14.00 eV
* multiplicity: 2
* energy above the lowest of the compared OMol25 structures with the same formula, charge and spin: 2.811 eV
* net charge: +1